(1)
ORCA calculation (wB97M-V/def2-TZVPD) on a cluster of 7 separate species, C33H84N4O11 in total.

Results
Net charge: +1
Spin multiplicity: 2
Electronic energy (eV): -64050.068
HOMO energy (alpha / beta) (eV): -10.29 / -10.29
Max |F| (eV Å⁻¹): 4.726

The geometry in XYZ format:
```
132
Properties=species:S:1:pos:R:3:forces:R:3:mulliken_spin:R:1
C 0.87693 -0.83799 -1.00818 -0.5704 0.6446 0.5841 -0.007
C -0.57344 -0.32276 -1.25290 1.9487 0.6119 -1.5591 0.004
C -0.60136 0.86593 -2.23181 0.2725 0.0969 0.4929 0.000
O -1.23666 -1.36449 -1.90789 -1.0526 -0.8636 0.8664 0.000
H 0.92213 -1.70305 -0.34658 -0.3260 -0.0109 0.0429 -0.004
H 1.45587 -0.04863 -0.52878 0.3157 0.1464 -0.0647 -0.002
H 1.32980 -1.15205 -1.94860 -0.0337 0.2025 -0.1993 0.001
H -1.03378 0.04810 -0.33712 -0.3166 -0.6839 0.1675 0.000
H -1.64041 1.05909 -2.49857 -0.0217 0.2916 0.1943 0.000
H -0.08460 0.68621 -3.17456 0.1209 -0.3580 0.0736 0.000
H -0.12828 1.73756 -1.77952 -0.2243 0.2340 -0.0012 0.000
H -1.14750 -1.19921 -2.84935 -0.1423 -0.3719 -0.7861 0.000
C -2.32754 -2.16779 1.22632 0.0269 -0.1759 0.6760 0.000
C -3.64057 -2.40635 0.49035 0.9970 1.6544 -1.9195 0.000
C -4.14807 -1.10442 -0.17572 -0.9367 0.1389 0.8171 0.000
O -3.30787 -3.20463 -0.65307 -0.6884 -1.5389 0.5459 0.000
H -2.28361 -1.26873 1.84104 -0.3179 0.1316 0.0589 0.000
H -1.52964 -2.08185 0.48871 0.0532 -0.0363 0.0493 0.000
H -2.10180 -3.00551 1.88613 0.1168 -0.1045 -0.0818 0.000
H -4.40810 -2.86984 1.11017 0.1420 -0.2275 -0.2458 0.000
H -4.05711 -0.24867 0.49324 0.0381 0.1665 -0.0732 0.000
H -5.20350 -1.18923 -0.43451 -0.1988 -0.1213 0.2014 0.000
H -3.69059 -0.90741 -1.14526 0.5793 0.0047 0.3199 0.000
H -2.58326 -2.73629 -1.07402 0.2120 0.1536 -0.2934 0.000
C -3.55547 2.56682 -0.82510 -0.2659 -0.0512 0.9584 0.000
C -4.71369 3.41698 -0.26240 -1.8787 -0.6650 0.2490 0.000
C -5.60145 2.71470 0.82036 0.3500 -0.9985 -1.0828 0.000
O -4.31055 4.61561 0.26882 2.3516 1.9900 1.2300 0.000
H -3.25651 1.86531 -0.04624 -0.1363 -0.3326 0.0060 0.000
H -2.61784 3.08819 -1.01777 -0.3847 0.5883 -0.3531 0.000
H -3.86748 1.99592 -1.69963 0.0233 0.0800 0.0179 0.000
H -5.38897 3.79729 -1.02885 -0.2496 -1.1442 -0.8265 0.000
H -6.29006 3.41704 1.29009 0.0167 0.0405 -0.0903 0.000
H -5.06622 2.15597 1.58811 0.5264 0.4857 0.1641 0.000
H -6.18529 1.91517 0.36433 -0.3356 0.1233 -0.2453 0.000
H -4.95433 4.95328 0.89581 -0.0206 -0.0973 -0.0705 0.000
C 0.06967 -3.51820 7.43496 -0.1442 0.4790 1.1587 0.000
O 0.46457 -3.58506 6.11608 -0.3924 -0.2986 -1.8651 0.000
C 0.01022 -2.43617 5.39354 0.1504 -0.2742 0.5366 0.000
C 0.26332 -2.52374 3.89834 1.6460 -0.1487 0.6229 0.000
N 1.74503 -2.54620 3.66368 -0.7640 0.2544 0.1010 0.000
C 2.06188 -2.68427 2.24300 0.0985 0.2338 1.3363 0.001
C 3.52848 -3.15898 2.15918 0.3123 -0.0256 -0.6317 -0.008
O 3.64012 -4.42027 2.75129 -0.2142 -1.6865 0.6489 0.000
C 4.89038 -5.12668 2.73986 -0.4026 0.3031 -0.7995 0.000
H 0.69229 -2.77781 7.93724 0.1572 -0.0171 0.4914 0.000
H 0.11978 -4.48135 7.94284 0.3713 -0.0388 -0.2818 0.000
H -0.95592 -3.17091 7.56008 -0.3361 0.0195 -0.2039 0.000
H 0.51995 -1.57868 5.83282 0.2928 0.3694 -0.3026 0.000
H -1.04157 -2.25412 5.61423 -0.3672 -0.2686 -0.1952 0.000
H -0.19716 -1.64045 3.45577 0.1106 -0.0292 -0.2206 0.000
H -0.12157 -3.43181 3.43425 -0.6839 -0.0667 0.1520 0.000
H 2.04666 -3.43827 4.02881 0.1352 -0.0795 0.7048 0.000
H 1.84331 -1.71984 1.78454 0.5690 0.1196 -0.3800 -0.001
H 1.31442 -3.37492 1.85262 0.4203 -0.5899 -0.8393 0.000
H 4.26060 -2.51278 2.64345 -0.3661 0.6924 0.2335 0.000
H 3.84980 -3.22136 1.11949 -0.0571 -0.0770 -0.5903 0.007
H 4.80081 -6.17378 3.02908 -0.7610 0.2923 0.7756 0.000
H 5.66345 -4.65074 3.34315 -0.0360 0.1758 -0.0209 0.000
H 5.23056 -5.30141 1.71915 0.2826 0.7153 -0.4554 0.001
C -5.33238 -1.24319 -3.75278 -0.0362 0.3526 -0.3202 0.000
O -4.17091 -1.15399 -4.66052 -0.9793 -1.1159 1.7547 0.000
C -3.54700 -2.45079 -4.66351 1.0226 0.4089 -0.3809 0.000
C -2.22402 -2.42920 -5.47074 -2.8287 -1.6870 -0.6696 0.000
N -1.32134 -1.48636 -4.99330 1.3541 1.6475 0.7831 0.000
C -0.23127 -1.34779 -5.96250 0.3280 1.1795 0.4659 0.000
C 0.83455 -0.31209 -5.52716 -0.3215 -1.2490 -0.5046 0.001
O 0.35255 1.01507 -5.72151 0.9635 -0.6766 0.9855 0.000
C 1.31979 1.96646 -5.24715 -0.9121 0.2581 -0.6618 0.000
H -5.67367 -0.25029 -3.45992 0.3524 0.1533 -0.3306 0.000
H -5.21190 -1.80425 -2.82607 1.0799 -0.0058 0.0401 0.000
H -6.20083 -1.75700 -4.16495 0.1263 0.0351 -0.8906 0.000
H -4.26173 -3.17547 -5.05350 0.1633 -0.2191 -0.1305 0.000
H -3.21506 -2.76016 -3.67245 -0.5220 0.1400 0.5059 0.000
H -2.47566 -2.23081 -6.51257 -0.0859 -0.0963 -0.4527 0.000
H -1.79982 -3.43204 -5.42095 0.0053 -0.1888 -0.0137 0.000
H -1.86288 -0.63410 -4.97111 0.1829 0.6520 0.1065 0.000
H -0.60382 -1.00090 -6.92634 -0.1620 -0.0844 -0.2910 0.000
H 0.16762 -2.35184 -6.10691 0.4400 0.1227 0.0244 0.000
H 1.76654 -0.52240 -6.05182 0.0682 0.3884 -0.8584 0.000
H 1.16631 -0.57367 -4.52237 -0.4925 0.5660 0.8147 0.000
H 0.84472 2.94496 -5.31764 -0.0223 -0.0448 -0.0096 0.000
H 2.18745 1.98287 -5.90669 0.2388 -0.1769 0.1278 0.000
H 1.58932 1.81374 -4.20210 0.1355 -0.2745 0.0445 0.000
C 1.27896 -4.24745 -1.56674 -0.3710 -0.8985 0.3634 0.001
O 2.50863 -3.57279 -1.27637 -0.6141 0.3050 0.6270 0.003
C 3.41815 -3.60226 -2.33419 0.4539 0.0327 1.0139 0.003
C 4.76280 -2.90517 -1.88311 -2.2810 -0.2412 -1.6410 0.015
N 4.53757 -1.52365 -1.40345 3.4697 -2.9362 1.2956 0.812
C 5.76767 -0.86252 -0.92807 -1.4875 2.9741 -0.4885 0.026
C 5.35293 0.54249 -0.38309 0.6947 -1.3634 0.7274 0.001
O 4.81311 0.41081 0.92482 -0.4963 -1.8774 -1.4448 0.017
C 4.30580 1.59017 1.46369 1.0122 1.8677 0.3160 -0.001
H 0.55806 -3.73176 -2.20112 0.4183 0.5411 -0.2285 0.000
H 0.73354 -4.49635 -0.65643 0.3561 0.5650 0.3765 0.000
H 1.45284 -5.24191 -1.97774 0.4025 -0.0012 -0.4079 0.000
H 2.95886 -3.11681 -3.19528 0.4004 0.1394 -0.3892 0.001
H 3.60835 -4.65590 -2.53857 0.4646 -0.0100 -0.5231 -0.003
H 5.45378 -3.01513 -2.71891 0.1402 0.8359 -0.1764 0.030
H 5.29725 -3.45075 -1.10542 -0.3278 0.0303 0.7110 0.060
H 3.78524 -1.47855 -0.73109 -1.2162 0.4993 0.0484 -0.019
H 6.39454 -0.58361 -1.77503 0.0595 -0.6561 -0.3624 0.024
H 6.39355 -1.38033 -0.20127 -0.5143 -0.6935 0.0888 0.032
H 4.68740 0.96754 -1.13442 -0.3094 0.4261 0.2308 0.001
H 6.30692 1.06975 -0.38116 -0.0978 0.6442 0.1838 0.002
H 5.20132 2.20867 1.52384 -0.2092 0.8279 0.2834 0.001
H 3.90977 1.52095 2.47684 0.0629 -0.7954 -0.1792 0.000
H 3.57151 2.12259 0.85917 -0.1504 -0.2905 -0.3490 0.001
C 0.05481 9.85767 3.54937 -0.5793 0.3662 -1.3672 0.000
O -0.80178 8.76149 3.21461 0.4928 0.3230 1.1727 0.000
C -0.06552 7.60188 2.87119 -1.3600 0.0514 -0.2499 0.000
C -1.06424 6.40959 2.76314 1.3107 1.6879 -0.3137 0.000
N -0.30189 5.31038 2.20927 -0.3346 -1.7466 0.1026 0.000
C -1.17355 4.11414 2.08666 0.3521 0.4472 0.2196 0.000
C -0.56556 2.81406 1.50768 -0.1820 0.1925 2.4456 0.000
O 0.06945 2.12396 2.64633 0.0064 0.7647 -1.1968 0.000
C 0.67424 0.90532 2.32398 -0.0802 -0.4584 0.8617 0.000
H 0.91238 9.63110 4.18289 -0.3024 -0.2751 0.3651 0.000
H -0.54918 10.69514 3.89858 -0.1024 -0.4062 0.6123 0.000
H 0.45064 10.27112 2.62175 0.4458 -0.1191 -0.3288 0.000
H 0.72211 7.39138 3.59467 0.0433 -0.0950 0.1008 0.000
H 0.37398 7.81598 1.89697 0.3914 -0.3710 -0.2751 0.000
H -1.91176 6.72389 2.15401 -0.1422 0.0599 -0.3708 0.000
H -1.49722 6.24330 3.74954 0.3750 -0.5810 0.1167 0.000
H 0.05985 5.51615 1.28900 -0.0567 0.4992 -0.0713 0.000
H -2.07880 4.39187 1.54677 -0.1870 -0.2083 -0.4117 0.000
H -1.49450 3.95023 3.11536 -0.0677 -0.6112 -0.0246 0.000
H 0.13237 2.98880 0.68888 0.1720 -0.0437 -0.0644 0.000
H -1.40121 2.18318 1.20473 0.0351 -0.0699 -0.4034 0.000
H 1.07096 0.45685 3.23479 0.1667 0.3427 0.3239 0.000
H 1.52759 0.97051 1.64896 -0.1151 0.1706 -0.4861 0.000
H -0.04658 0.14470 2.02400 -0.2522 0.0114 -0.7704 0.000
```
Forces are in eV/Å.



(2)
ORCA calculation (wB97M-V/def2-TZVPD) on the ion C2H5O4 with charge +1.

Results
Net charge: +1
Electronic energy (eV): -10328.142
HOMO energy (alpha / beta) (eV): -17.18 / -17.20
Max |F| (eV Å⁻¹): 3.798

The geometry in XYZ format:
```
11
Properties=species:S:1:pos:R:3:forces:R:3:lowdin_charge:R:1
C 0.04042 0.09191 0.58369 -1.9474 0.4365 1.6546 0.005
C -0.27987 -0.10131 -0.89171 1.3967 -3.4771 -0.6191 -0.312
O -0.57662 2.40848 -3.37502 -0.7223 -0.2731 0.8088 0.303
O 0.69757 -0.54193 -1.73831 -0.0110 -0.4587 -0.0898 0.047
O -0.88857 1.11527 -1.64010 -1.2373 1.8708 0.2055 0.147
O -0.18790 1.47431 -2.73197 1.1074 -0.7462 0.0659 0.089
H 0.16083 -0.86420 1.23417 -0.5328 1.0875 -1.9178 0.148
H -0.85767 0.64383 1.06775 1.5664 -0.7419 -0.7121 0.133
H 0.95140 0.62108 0.77879 0.4196 0.6941 -0.2158 0.079
H -1.12061 -0.86841 -1.00639 0.6828 1.4063 0.0001 0.202
H 1.63687 -0.27322 -1.69162 -0.7221 0.2018 0.8196 0.159
```
Forces are in eV/Å.